[1]
This record from OMol25 describes 2 unconnected molecules or ions with the total composition C6H18N2O at a distorted geometry. The level of theory is ωB97M-V/def2-TZVPD.

Geometry (Å):
1 C -2.0282 -0.1823 -0.8394
2 N -0.8863 -0.6746 -0.0495
3 C -0.5526 1.2907 2.4356
4 C 0.4852 0.4471 1.6621
5 C 0.1429 0.3553 0.1574
6 C 1.4083 0.0806 -0.6361
7 N 1.1221 0.0993 -2.0492
8 C 2.2050 -0.3082 -2.9355
9 H -2.2590 0.8515 -0.5966
10 H -1.9116 -0.1945 -1.9258
11 H -2.9130 -0.7573 -0.5682
12 H -0.5162 -1.4632 -0.5651
13 H -0.4287 2.3554 2.2437
14 H -1.5728 0.9865 2.2033
15 H -0.3930 1.1564 3.5050
16 H 1.4559 0.8944 1.8804
17 H 0.4739 -0.5330 2.1417
18 H -0.2486 1.3326 -0.0536
19 H 1.7924 -0.9071 -0.3790
20 H 2.2002 0.7872 -0.3715
21 H 0.7530 0.9993 -2.3212
22 H 1.7894 -0.9298 -3.7428
23 H 2.8587 -1.0253 -2.4314
24 H 2.7779 0.5047 -3.3720
25 H -2.2185 -1.5096 1.5249
26 H -1.3381 -1.6835 2.7054
27 O -2.1984 -1.9728 2.3775

Values from the calculation:
- SMILES = CC[C@@H](CNC)NC.O
- multiplicity = 1
- gap between HOMO and LUMO (eV) = 9.877
- calculated total energy (Eh) = -424.1251

---

[2]
This record from OMol25 describes a molecular structure, C6H18N2O at a distorted geometry. The level of theory is ωB97M-V/def2-TZVPD.

Geometry (Å):
1 C -1.3282 -0.8397 -0.7027
2 C -1.7054 0.7806 0.5883
3 C -1.3000 -2.2346 -0.0803
4 C -0.6365 -0.7828 -2.0701
5 N -1.4845 0.4219 1.8710
6 H -2.3826 -0.6546 -0.9377
7 H -0.4970 0.1664 2.0203
8 H -2.1624 -0.1867 2.3082
9 H -2.7350 0.9773 0.3131
10 H -0.9438 1.4224 0.1604
11 H -1.8508 -2.9542 -0.6930
12 H 0.4019 -1.1030 -1.9814
13 H -1.7419 -2.2308 0.9209
14 H -0.2719 -2.5910 0.0043
15 H -1.1305 -1.4459 -2.7868
16 H -0.6494 0.2290 -2.4785
17 C 1.7832 1.8708 1.2773
18 C 2.5055 0.6872 -0.6806
19 N 1.3734 1.0098 0.1773
20 O 0.8957 -0.2170 0.7452
21 H -0.1530 -0.4512 0.0765
22 H 2.1961 2.7974 0.8736
23 H 2.5336 1.3872 1.9200
24 H 0.9135 2.1236 1.8849
25 H 2.1702 0.0339 -1.4835
26 H 3.3058 0.1758 -0.1262
27 H 2.8941 1.6081 -1.1205

Values from the calculation:
- multiplicity = 1
- gap between HOMO and LUMO (eV) = 8.497
- calculated total energy (Eh) = -423.9758

---

[3]
This record from OMol25 describes 2 unconnected molecules or ions with the total composition C6H18N3 at a distorted geometry. The level of theory is ωB97M-V/def2-TZVPD.

Geometry (Å):
1 C -1.1945 -0.4652 -0.6779
2 C -1.0015 -2.0506 -0.3304
3 C -1.5069 -0.4660 -2.2462
4 C -2.3061 0.0100 0.1338
5 H -0.1400 -0.2610 -0.5053
6 H -0.1019 -2.5047 -0.7540
7 H -1.6898 -2.7037 -0.8205
8 H -2.6222 -0.3736 -2.6123
9 H -0.8325 0.3605 -2.6192
10 H -1.0358 -1.3604 -2.7718
11 H -2.9742 0.7893 -0.2340
12 H -3.0788 -0.8582 0.2318
13 H -1.8612 0.1787 1.0748
14 H -1.2259 -2.3909 0.7299
15 C 2.3663 1.6408 -0.5897
16 C 1.2787 0.7092 1.3622
17 N 1.9848 1.8356 0.8256
18 N 1.7826 -0.5762 1.0179
19 N 0.3952 0.8666 2.4073
20 H 1.5126 2.7189 0.9399
21 H 2.5468 -0.7497 0.2578
22 H 1.7578 -1.2866 1.7166
23 H 0.6706 1.5714 2.9544
24 H -0.1497 0.0807 2.9288
25 H 2.3654 2.7239 -0.8676
26 H 1.6225 1.0575 -1.0771
27 H 3.4379 1.5039 -0.4747

Values from the calculation:
- multiplicity = 1
- gap between HOMO and LUMO (eV) = 9.437
- calculated total energy (Eh) = -403.3395
- charge = +1

---

[4]
This record from OMol25 describes 2 unconnected molecules or ions with the total composition C6H18N3 at a distorted geometry. The level of theory is ωB97M-V/def2-TZVPD.

Geometry (Å):
1 C 2.1231 0.2450 0.8078
2 C 2.2141 0.6776 2.2736
3 C 0.9101 1.3362 -1.2488
4 N 1.1495 1.2071 0.0810
5 N 1.4889 0.5444 -2.2764
6 N 0.0009 2.3762 -1.5689
7 H 3.1828 0.2672 0.3128
8 H 1.5985 -0.5795 0.5542
9 H 2.3993 1.8585 2.3888
10 H 3.1563 0.3128 2.8395
11 H 1.2208 2.0247 0.6320
12 H 2.4201 0.2419 -2.3179
13 H 1.4815 0.9113 -3.2621
14 H -0.7486 2.6845 -0.9986
15 H -0.2989 2.5721 -2.5589
16 H 1.1962 0.4970 2.8557
17 C -2.4673 -1.6300 0.6328
18 C -2.0390 -2.7259 -0.3870
19 C -1.9306 -0.2331 0.2900
20 H -3.5814 -1.6220 0.5691
21 H -2.1730 -1.9032 1.6376
22 H -1.9528 -3.7638 0.0260
23 H -0.9147 -0.4543 0.2526
24 H -2.4035 0.1037 -0.5992
25 H -1.0900 -2.3647 -0.9006
26 H -2.7905 -3.0754 -1.1019
27 H -2.1516 0.4915 1.0669

Values from the calculation:
- multiplicity = 1
- gap between HOMO and LUMO (eV) = 10.272
- calculated total energy (Eh) = -403.3729
- charge = +1